ORCA calculation (ωB97M-V/def2-TZVPD) on a 2-piece molecular cluster, C4H12 overall in a non-equilibrium geometry.

Geometry as XYZ:
```
16
Properties=species:S:1:pos:R:3:nbo_charge:R:1
C -2.12 1.87 -0.71 -0.6108
C -0.64 2.09 -0.43 -0.6138
H -2.30 1.77 -1.78 0.2021
H -2.54 0.96 -0.28 0.2038
H -2.70 2.72 -0.36 0.2045
H -0.46 2.76 0.41 0.2042
H -0.07 1.17 -0.33 0.2078
H -0.19 2.68 -1.25 0.2016
C 1.20 -2.71 0.56 -0.6087
C 1.55 -1.23 0.56 -0.6129
H 0.42 -2.92 -0.16 0.2017
H 2.06 -3.32 0.31 0.2052
H 0.81 -3.04 1.52 0.2046
H 2.56 -1.08 0.96 0.2014
H 1.54 -0.81 -0.45 0.2027
H 0.97 -0.58 1.21 0.2066
```

**Frontier orbital gap**: 12.705 eV
**SMILES**: CC.CC
**Highest occupied orbital energy**: -11.594 eV
**Energy**: -4342.317 eV
**ΔE to the lowest compared entry with this formula, charge and spin**: 4.9 kcal/mol